# 1
Below is C43H63FeN5O3S as an isolated structure in a non-equilibrium geometry, with properties calculated with ωB97M-V/def2-TZVPD.

XYZ file:
```
116
Properties=species:S:1:pos:R:3
Fe -0.15347 -1.18360 -1.01040
C -2.12857 -3.64370 -1.76600
N -2.31867 -2.19750 -1.71250
C -2.75617 -1.71780 -3.01640
C -3.28047 -1.82320 -0.67310
C -3.11367 -0.37490 -0.19630
N -1.78887 -0.09200 0.34930
C -1.59657 -0.71500 1.65200
C -0.20277 -0.74990 2.24560
C -0.15527 -1.21630 3.54390
C 1.03723 -1.40900 4.22670
C 2.19413 -0.98060 3.58800
C 2.20933 -0.46780 2.29990
C 1.00153 -0.47530 1.54470
O 1.00753 -0.28870 0.25870
C 3.54983 -0.00130 1.72870
C 3.45513 0.69090 0.36390
C 4.19803 1.00660 2.69520
C 4.45873 -1.22700 1.55430
C 1.01763 -2.12760 5.56840
C 2.40603 -2.28860 6.19470
C 0.43963 -3.53370 5.33620
C 0.13943 -1.35990 6.56490
C -1.55697 1.34320 0.46960
C -1.47817 2.18210 -0.78470
C -1.77637 3.51950 -0.61470
C -1.50557 4.47660 -1.58460
C -1.02017 4.00560 -2.79820
C -0.78387 2.66430 -3.06530
C -0.92967 1.70970 -2.01130
O -0.55677 0.48150 -2.15910
C -0.27027 2.30430 -4.46480
C -1.11367 3.02180 -5.53550
C 1.19613 2.75130 -4.56610
C -0.34907 0.81080 -4.80120
C -1.66367 5.95160 -1.23700
C -0.75887 6.24780 -0.02980
C -3.12587 6.26550 -0.89030
C -1.23467 6.89270 -2.36670
H -3.07017 -4.17520 -1.96810
H -1.71117 -3.99820 -0.82560
H -1.41317 -3.87700 -2.55260
H -3.71927 -2.17210 -3.30000
H -2.00697 -1.97620 -3.76220
H -2.85877 -0.63530 -2.99260
H -3.14547 -2.50160 0.17020
H -4.31297 -1.94730 -1.04160
H -3.89457 -0.17390 0.55800
H -3.27157 0.31110 -1.03240
H -1.92907 -1.75270 1.58700
H -2.24697 -0.21100 2.39170
H -1.09767 -1.49080 3.99930
H 3.13643 -1.07260 4.10290
H 2.72343 1.49500 0.37730
H 3.16993 -0.02400 -0.40190
H 4.42863 1.10870 0.10160
H 3.56733 1.88870 2.79030
H 5.16703 1.32140 2.30960
H 4.35293 0.58740 3.68520
H 3.98583 -1.93040 0.87120
H 4.62993 -1.73280 2.50110
H 5.41963 -0.92420 1.13970
H 3.06603 -2.86550 5.55090
H 2.31213 -2.82290 7.13960
H 2.86023 -1.32200 6.40050
H 1.00773 -4.03900 4.55770
H -0.59957 -3.48250 5.02140
H 0.49513 -4.12600 6.24810
H 0.54893 -0.36700 6.73660
H 0.10243 -1.88830 7.51550
H -0.87627 -1.24760 6.19750
H -0.59107 1.45370 0.97410
H -2.32797 1.78740 1.12850
H -2.17717 3.82460 0.34330
H -0.79667 4.72060 -3.57200
H -1.00207 4.10150 -5.49810
H -2.16577 2.77800 -5.40010
H -0.81167 2.68930 -6.52810
H 1.29893 3.80940 -4.33580
H 1.58263 2.57170 -5.56860
H 1.79613 2.19010 -3.85390
H -1.35037 0.43650 -4.61150
H 0.35063 0.22950 -4.21150
H -0.12107 0.66120 -5.85690
H -1.06937 5.69290 0.85010
H -0.77987 7.30850 0.21000
H 0.26593 5.96640 -0.26280
H -3.46767 5.68630 -0.03740
H -3.76927 6.03810 -1.73750
H -3.23407 7.32150 -0.65000
H -0.19337 6.73160 -2.63610
H -1.33327 7.92300 -2.02780
H -1.85827 6.77020 -3.24910
S -0.07307 -3.81540 1.05730
C -1.34297 -4.30860 2.01970
N -1.13857 -5.44290 2.80170
C -2.09687 -5.91650 3.64960
C -3.29527 -5.25750 3.72350
C -3.46447 -4.13880 2.89180
N -2.52207 -3.69250 2.06880
H -0.24487 -5.90300 2.70240
H -1.86097 -6.80310 4.21790
H -4.08747 -5.58700 4.37630
H -4.39407 -3.58520 2.87490
O 1.18403 -2.47690 -2.37890
N 2.19683 -2.02110 -3.02150
C 2.94683 -2.85950 -3.77440
C 4.00173 -2.40160 -4.52440
C 4.33113 -1.05080 -4.50530
C 3.56823 -0.20930 -3.70340
C 2.51503 -0.70740 -2.97680
H 2.64493 -3.89360 -3.73930
H 4.56413 -3.10050 -5.12180
H 5.15193 -0.67030 -5.08940
H 3.78833 0.84420 -3.64490
H 1.87033 -0.10380 -2.34890
```

**HOMO (alpha / beta)**: -6.3 / -6.3 eV
**2S+1**: 5
**Energy relative to the best compared isomer or geometry (same formula, charge and spin)**: 0.00 kcal/mol
**Gap between HOMO and LUMO (alpha / beta)**: 5.38 / 5.39 eV
**E**: -104429.0220 eV
**<S²>**: 6.01

# 2
Below is a 17-piece molecular cluster, C43H64BCl48N4O8S overall in a non-equilibrium geometry, with properties calculated with ωB97M-V/def2-TZVPD.

XYZ file:
```
169
Properties=species:S:1:pos:R:3
C 1.17897 -0.43446 4.79953
C 0.06346 0.12181 3.79353
C 0.79704 0.28541 2.37962
C -0.18052 -0.04728 1.18752
C 0.52155 -0.41246 -0.19178
C 1.68557 0.63330 -0.41748
C 3.13606 0.27423 0.07317
N 3.78406 1.56740 0.45672
C 4.26325 2.31954 -0.72697
C 3.83706 3.85624 -0.50922
C 4.80406 1.39740 1.47763
C 6.30509 1.04000 1.23413
O 4.45354 1.55713 2.62683
C -0.56894 -0.02515 -1.30399
C -2.03574 -0.44993 -0.93213
C -2.48107 -1.79672 -1.34923
C -3.85087 -2.19551 -1.04996
C -4.69094 -1.20374 -0.38474
C -4.07689 0.06993 -0.04868
N -2.80887 0.47229 -0.31193
N -0.25446 -0.40108 -2.67349
C 0.81826 -1.36170 -2.93901
C 1.95760 -0.58849 -3.80583
C 1.47484 0.82102 -4.31649
O 0.45208 0.75784 -5.32454
C 0.63588 1.76458 -6.27196
O -0.35468 2.26006 -6.72055
B 0.21844 -2.46233 -3.97995
O 0.08748 -2.16717 -5.36705
O -0.24246 -3.73058 -3.56560
C 0.46549 -4.81980 -4.20776
C 1.53496 -2.03667 -1.72093
N 0.83532 -1.84797 -0.39342
C 1.54407 -2.57860 0.68925
C 1.30371 -4.16145 0.60203
C 0.34292 -4.66615 1.76736
C -1.15761 -4.85380 1.30120
S -2.25715 -4.29834 2.67758
O -1.71393 -4.65162 3.98390
O -3.58960 -4.88989 2.56940
O -2.42681 -2.65571 2.60002
H 1.54445 -1.45402 4.49055
H 2.08495 0.23236 4.79853
H 0.81229 -0.49556 5.85205
H -0.29196 1.09305 4.20930
H -0.77914 -0.61104 3.73698
H 1.71048 -0.34776 2.44731
H 1.04413 1.37876 2.31228
H -0.72042 0.91744 0.98231
H -0.89134 -0.87481 1.44691
H 1.73036 0.90866 -1.51018
H 1.39721 1.59297 0.09339
H 3.76194 -0.16528 -0.75635
H 3.21361 -0.39935 0.95703
H 3.70058 2.00343 -1.65261
H 5.34793 2.19391 -0.96611
H 4.51412 4.49698 -1.11786
H 2.80515 3.93140 -0.94874
H 3.78473 4.13733 0.56676
H 6.84777 2.02536 1.12716
H 6.49025 0.49062 0.27864
H 6.78198 0.54413 2.11688
H -0.57562 1.10687 -1.26742
H -1.83202 -2.52818 -1.87900
H -4.26381 -3.18848 -1.34281
H -5.75912 -1.37882 -0.12117
H -4.74189 0.81767 0.45438
H -1.06458 -0.47284 -3.28232
H 2.32389 -1.19707 -4.67134
H 2.87603 -0.36923 -3.18183
H 2.38453 1.28335 -4.80906
H 1.21690 1.51653 -3.47371
H 1.65275 2.10171 -6.60958
H -0.87864 -2.23402 -5.51522
H 1.21086 -5.24062 -3.47265
H 1.01202 -4.53738 -5.13684
H -0.29015 -5.62314 -4.42761
H 1.50159 -3.14998 -1.90557
H 2.63321 -1.81099 -1.64824
H -0.06997 -2.34223 -0.51420
H 2.63738 -2.45493 0.48716
H 1.25235 -2.31317 1.72780
H 2.26545 -4.71974 0.67325
H 0.77262 -4.43065 -0.35721
H 0.72629 -5.63849 2.17564
H 0.32709 -3.95955 2.64380
H -1.39332 -5.94652 1.19358
H -1.44159 -4.26646 0.39161
H -2.96624 -2.36475 3.36680
C 7.13195 5.11218 0.74178
Cl 8.73767 5.76600 1.07311
Cl 5.93372 6.40831 0.68538
Cl 7.13548 4.19540 -0.77561
H 6.86539 4.43582 1.54865
C 0.75073 6.77427 -0.27540
Cl 1.94664 7.32122 -1.45674
Cl -0.12153 5.35775 -0.87751
Cl 1.52125 6.41955 1.27499
H 0.03259 7.57378 -0.12315
C 6.70091 -3.20405 1.31065
Cl 6.55900 -3.09387 3.06540
Cl 5.10388 -3.14666 0.55269
Cl 7.71190 -1.90416 0.68131
H 7.16542 -4.15332 1.06354
C -4.10032 6.28886 0.12357
Cl -3.01501 7.68327 0.03980
Cl -3.19717 4.82634 0.53050
Cl -5.38811 6.57939 1.29392
H -4.55279 6.14984 -0.85307
C -0.78850 1.13338 8.21408
Cl -1.48476 0.40323 6.75837
Cl 0.95266 1.36416 8.02123
Cl -1.58947 2.66622 8.57177
H -0.95180 0.46012 9.05158
C 3.35363 -3.58469 -7.59168
Cl 4.52266 -3.65156 -8.91183
Cl 2.53183 -5.13933 -7.41124
Cl 4.14676 -3.12182 -6.07852
H 2.60916 -2.83148 -7.83072
C -5.16177 3.89178 6.70969
Cl -4.58827 2.28921 6.22679
Cl -4.34395 4.42077 8.18484
Cl -4.93133 5.05536 5.40299
H -6.22441 3.82573 6.91628
C -9.51589 7.77114 0.79757
Cl -8.29698 8.26354 -0.38363
Cl -10.42656 6.37661 0.20612
Cl -8.76438 7.40649 2.35555
H -10.20722 8.59582 0.93711
C 1.23113 5.56064 -6.02815
Cl 2.22975 6.99670 -6.26590
Cl 2.03030 4.42371 -4.92895
Cl -0.36065 6.00325 -5.40862
H 1.10021 5.07142 -6.98842
C 0.57126 -0.21539 12.17679
Cl -0.12242 -0.96119 10.72940
Cl 2.31073 0.01619 11.98200
Cl -0.22695 1.32108 12.52418
H 0.40708 -0.88380 13.01574
C 1.87122 -8.61469 -2.50480
Cl 1.10013 -7.24440 -1.68756
Cl 0.70771 -9.91601 -2.76283
Cl 2.57996 -8.09705 -4.03864
H 2.66735 -8.98837 -1.86859
C -8.27188 3.16518 3.57256
Cl -8.42094 3.28579 5.33003
Cl -9.86936 3.15743 2.81506
Cl -7.29184 4.48666 2.93520
H -7.77784 2.22839 3.33565
C -3.66652 8.63623 7.07720
Cl -4.83421 8.34167 5.78368
Cl -4.42000 8.40775 8.65903
Cl -2.26100 7.57905 6.89914
H -3.33034 9.66535 7.00516
C 3.91949 -11.56488 -5.48721
Cl 3.81059 -11.41283 -3.72863
Cl 2.31252 -11.49084 -6.21719
Cl 4.96474 -10.30692 -6.15666
H 4.35609 -12.53085 -5.71910
C 2.79233 -6.14307 -11.12758
Cl 1.30138 -5.80273 -12.01300
Cl 2.81478 -7.81921 -10.56797
Cl 4.20560 -5.80156 -12.13149
H 2.82800 -5.49438 -10.25882
C -10.65130 1.11553 -0.18505
Cl -12.13451 1.37864 -1.10630
Cl -10.54164 -0.56408 0.35555
Cl -9.23315 1.55463 -1.14607
H -10.67614 1.75333 0.69182
```

**HOMO**: -11.3 eV
**Net charge**: +1
**2S+1**: 1
**Gap between HOMO and LUMO**: 9.27 eV
**E**: -680548.0784 eV

# 3
Below is a 9-piece molecular cluster, C43H67F24NO20PSi overall in a non-equilibrium geometry, with properties calculated with ωB97M-V/def2-TZVPD.

XYZ file:
```
157
Properties=species:S:1:pos:R:3
C 3.94344 0.84470 3.20642
C 2.39424 0.69413 3.03367
C 1.74334 1.94263 2.31132
C 2.10353 -0.60123 2.19194
C 2.73437 -0.50043 0.73616
P 3.78955 -1.95395 0.31958
O 4.56800 -2.40205 1.74124
C 5.12710 -1.62437 -0.91873
C 4.71618 -0.67504 -2.08542
O 4.25441 0.59134 -1.65268
Si 2.84735 1.07211 -2.53960
C 1.42632 -0.19967 -2.52733
C 2.18228 2.66237 -1.73720
C 3.38349 1.29216 -4.35450
C 2.66518 -3.38519 -0.10264
O 1.35868 -3.06827 0.40608
N 0.48182 -2.89339 -0.66039
O -0.38305 -2.18324 -0.31594
H 4.45402 -0.14045 3.27205
H 4.14534 1.47292 4.09317
H 4.33953 1.36240 2.30480
H 1.86020 0.56496 3.99388
H 1.04995 2.49698 2.96583
H 2.51831 2.64634 1.94106
H 1.19068 1.57079 1.42406
H 2.43874 -1.50641 2.73687
H 0.99861 -0.66169 2.09376
H 1.86251 -0.51168 0.04366
H 3.23172 0.47647 0.59660
H 5.37705 -1.87085 1.72062
H 6.05488 -1.31368 -0.38819
H 5.38271 -2.60782 -1.38263
H 4.02654 -1.19387 -2.79206
H 5.64228 -0.49711 -2.68135
H 0.89732 -0.25592 -3.49517
H 0.74588 -0.01747 -1.66642
H 1.84214 -1.22576 -2.34585
H 1.36833 3.03900 -2.38763
H 3.00802 3.38329 -1.59683
H 1.73021 2.38387 -0.75718
H 3.11605 0.35018 -4.88461
H 2.82022 2.15436 -4.76039
H 4.47726 1.47040 -4.42882
H 2.65349 -3.50849 -1.20248
H 3.03982 -4.27189 0.44437
C 6.85422 2.22998 -0.05563
C 7.39608 2.00800 1.34266
O 8.72602 2.52492 1.46819
C 8.81453 3.84555 1.64785
O 7.88546 4.58814 1.70364
C 10.27435 4.25719 1.80893
F 11.05492 3.69191 0.88482
F 10.74699 3.89046 3.00292
F 10.43290 5.56912 1.70707
H 7.53136 1.80607 -0.80035
H 5.87149 1.76842 -0.16678
H 6.76085 3.29329 -0.27809
H 7.46252 0.93918 1.55109
H 6.74515 2.44641 2.10143
C 7.25338 3.63259 -8.67003
C 8.33854 3.71093 -7.61562
O 7.90900 4.49858 -6.49030
C 7.11809 3.88265 -5.61976
O 6.74968 2.74888 -5.71361
C 6.78293 4.82903 -4.46764
F 6.42980 6.03825 -4.90034
F 7.83227 4.99771 -3.65845
F 5.77977 4.38175 -3.71239
H 6.93668 4.63365 -8.96694
H 7.61296 3.09895 -9.54980
H 6.37072 3.11601 -8.29107
H 9.21556 4.21205 -8.02228
H 8.65397 2.71977 -7.28647
C -3.71686 -3.29812 1.26239
C -3.33724 -1.83518 1.34607
O -4.45297 -0.98992 1.01939
C -5.34750 -0.80311 1.98814
O -5.28773 -1.28152 3.07856
C -6.44256 0.14369 1.50881
F -6.87939 -0.18075 0.28877
F -6.00053 1.40349 1.44348
F -7.49409 0.14379 2.31563
H -4.13213 -3.52981 0.28065
H -2.84480 -3.92912 1.43685
H -4.47912 -3.55311 1.99923
H -2.56169 -1.61689 0.61482
H -2.93968 -1.57783 2.32983
C -6.01282 1.37605 -3.76468
C -6.67563 0.10257 -3.28048
O -7.51455 -0.45892 -4.30240
C -6.88369 -1.15035 -5.24879
O -5.70377 -1.32261 -5.29981
C -7.89155 -1.72429 -6.23957
F -8.79123 -0.81518 -6.61831
F -8.56442 -2.74604 -5.70351
F -7.30235 -2.17514 -7.34163
H -6.76233 2.08628 -4.11730
H -5.43709 1.83706 -2.96148
H -5.34092 1.17792 -4.60073
H -7.32414 0.32367 -2.43417
H -5.94201 -0.63206 -2.94455
C -0.99036 -7.36433 -4.91736
C -0.02335 -7.16013 -3.76934
O -0.61057 -6.34565 -2.73740
C -1.44894 -6.97537 -1.91270
O -1.73335 -8.12856 -1.97556
C -1.96319 -6.00927 -0.85011
F -2.35538 -4.84003 -1.37212
F -1.01572 -5.72627 0.05958
F -2.99888 -6.49626 -0.18324
H -1.33633 -6.40300 -5.30108
H -0.51290 -7.91779 -5.72587
H -1.87290 -7.91786 -4.59595
H 0.85845 -6.62353 -4.11827
H 0.31682 -8.11029 -3.35485
C -5.75228 -0.20507 6.23436
C -4.25508 0.01188 6.29120
O -3.90218 0.93525 7.33606
C -3.86637 0.42971 8.56724
O -4.10313 -0.70324 8.85097
C -3.43932 1.50455 9.56128
F -4.09213 2.65267 9.37272
F -2.13554 1.77831 9.45310
F -3.65895 1.13560 10.82128
H -6.27322 0.74842 6.12975
H -6.01266 -0.84549 5.39323
H -6.11961 -0.67136 7.14928
H -3.91088 0.45895 5.35892
H -3.71657 -0.92873 6.41891
C -6.76531 -0.03323 12.25743
C -6.36478 1.42531 12.34557
O -7.46919 2.28263 12.00798
C -8.36811 2.47635 12.97205
O -8.31839 1.99626 14.06145
C -9.45289 3.43478 12.49082
F -9.89449 3.11767 11.27014
F -8.99572 4.68951 12.42954
F -10.50683 3.43940 13.29803
H -7.17407 -0.25811 11.27045
H -5.90543 -0.67805 12.44066
H -7.53885 -0.27489 12.98717
H -5.58339 1.63583 11.62617
H -5.97483 1.67750 13.33302
C -2.07457 0.35387 -8.31595
C -1.35563 -0.22817 -7.11644
O -0.12835 -0.86977 -7.51007
C 0.90639 -0.05979 -7.72773
O 0.86527 1.13046 -7.61930
C 2.14760 -0.87113 -8.09438
F 1.89481 -1.80746 -9.00840
F 2.66681 -1.50862 -7.02712
F 3.12150 -0.11899 -8.58962
H -2.23843 -0.41498 -9.07254
H -3.03717 0.77065 -8.01970
H -1.48647 1.14413 -8.78350
H -1.97011 -1.00015 -6.65477
H -1.16032 0.53042 -6.35634
```

**HOMO**: -12.1 eV
**Net charge**: +1
**2S+1**: 1
**Energy relative to the best compared isomer or geometry (same formula, charge and spin)**: 22.28 kcal/mol
**Gap between HOMO and LUMO**: 8.40 eV
**E**: -170499.5440 eV